Entry 1:
FHIPS | wB97M-V/def2-TZVPD

```
5
FHIPS (wB97M-V/def2-TZVPD)
F -0.5784 0.7370 -1.7990
P -0.1164 -0.2380 0.1982
S -0.1493 -2.1284 0.4732
I 1.9372 0.9766 0.5060
H -1.0932 0.6528 0.6216
```

Properties
* relative energy (zero: lowest compared OMol25 entry of this formula, charge and spin): 210.7 kJ/mol
* E_HOMO: -10.52 eV
* molar mass: 210.0 g mol⁻¹
* spin multiplicity: 1
* orbital gap: 8.61 eV

Entry 2:
C25H33CdO2S | wB97M-V/def2-TZVPD

```
62
C25H33CdO2S (wB97M-V/def2-TZVPD)
O 0.3305 -0.0279 -5.7971
C 0.1317 1.2764 -6.3821
C -0.1127 0.6840 -7.7655
H 1.0206 1.9040 -6.2853
H -0.7170 1.7974 -5.9333
C 0.1055 -0.6854 -7.0922
H 0.6254 0.9419 -8.5208
H -1.1098 0.8381 -8.1700
C 1.3429 -1.4312 -7.5299
H 2.2085 -0.7715 -7.5379
H 1.2127 -1.8411 -8.5320
H 1.5518 -2.2562 -6.8498
C -1.1120 -1.5759 -7.0289
H -1.9819 -1.0165 -6.6903
H -0.9465 -2.3986 -6.3343
H -1.3340 -1.9979 -8.0097
Cd -0.2313 -0.3515 2.2171
C -2.1892 -0.8422 3.4627
C -1.8914 0.5204 3.6366
C -2.0678 1.1580 2.3865
H -1.5573 0.9946 4.5423
C -2.4771 0.1880 1.4553
C -2.5342 -1.0546 2.1069
H -2.7892 -1.9995 1.6568
H -2.1492 -1.5945 4.2304
H -1.8722 2.1950 2.1841
H -2.6651 0.3611 0.4092
C 0.8746 -1.7907 3.7662
C 0.1044 -2.5881 2.8870
C 0.6339 -2.4544 1.5889
H -0.7410 -3.1952 3.1568
C 1.7525 -1.5901 1.6764
C 1.9021 -1.1967 3.0137
H 2.6189 -0.4866 3.3811
H 0.7034 -1.6540 4.8205
H 0.2762 -2.9568 0.7067
H 2.3520 -1.2394 0.8540
O 0.0939 0.2475 0.0748
C -0.2774 -0.6326 -1.0083
C -0.5892 0.2709 -2.1838
H -1.1187 -1.2394 -0.6830
H 0.5664 -1.2923 -1.2174
C 0.3357 1.4542 -1.9302
H -1.6309 0.5905 -2.1518
H -0.4166 -0.2219 -3.1378
C 0.2669 1.6013 -0.4265
H 0.0242 2.3611 -2.4433
H 1.3520 1.2187 -2.2459
H -0.5925 2.1939 -0.1114
H 1.1528 2.0109 0.0424
S 0.9927 1.7454 3.2914
C 0.9900 1.5731 5.1167
C 1.9272 0.7698 5.8030
C 1.8848 0.6413 7.1944
C 0.9206 1.3249 7.9308
C 0.0082 2.1525 7.2759
C 0.0481 2.2839 5.8821
H 2.7016 0.2325 5.2940
H 2.6040 0.0091 7.7011
H 0.8877 1.2182 9.0081
H -0.7347 2.6908 7.8511
H -0.6684 2.9327 5.3942
```

Properties
* E_HOMO: -3.24 eV
* molar mass: 510.0 g mol⁻¹
* spin multiplicity: 1
* orbital gap: 5.26 eV
* net charge: -1

Entry 3:
C3H6N2O | wB97M-V/def2-TZVPD

```
12
C3H6N2O (wB97M-V/def2-TZVPD)
C 0.4899 -0.2154 0.6127
C 0.8027 -1.0377 -0.4158
N -0.3736 -1.3008 -1.0926
C -1.3489 -0.9659 -0.1536
N -0.8281 -0.5139 0.9393
H 0.9841 0.3702 1.3182
H 1.6799 -1.5747 -0.6671
H -0.4850 -2.0282 -1.7941
H -2.4024 -1.0470 -0.3656
H 1.2928 2.4620 -0.2829
H 0.0507 2.9941 0.2501
O 0.9852 3.1343 0.3281
```

Properties
* relative energy (zero: lowest compared OMol25 entry of this formula, charge and spin): 158.0 kJ/mol
* E_HOMO (spin up / spin down): 1.07 / -4.78 eV
* molar mass: 86.1 g mol⁻¹
* spin multiplicity: 2
* orbital gap (spin up / spin down): 3.20 / 8.89 eV
* <S²>: 0.750
* net charge: -1

Entry 4:
C6H20BF3N8O4 | wB97M-V/def2-TZVPD

```
42
C6H20BF3N8O4 (wB97M-V/def2-TZVPD)
C -1.0127 -3.5331 -3.0074
B -0.7527 -2.5445 -1.8667
C 0.7320 -2.0739 -1.4777
F 1.0545 -2.5248 -0.2528
F 0.8465 -0.7235 -1.4424
F 1.7043 -2.5068 -2.3072
H -1.8698 -4.1933 -2.8304
H -1.2881 -2.9084 -3.8824
H -0.1463 -4.1289 -3.3170
H -1.6072 -2.0372 -1.2128
N 3.5304 3.6706 -1.5577
C 2.6417 2.6378 -1.4269
N 3.1941 1.4454 -1.0487
O 1.4464 2.7806 -1.6158
H 4.5123 3.5768 -1.3795
H 3.1581 4.5643 -1.8184
H 2.5846 0.6503 -0.9697
H 4.1749 1.3281 -0.8714
N 2.5416 1.4777 4.3059
C 3.1083 1.3357 3.0746
N 2.3335 1.8105 2.0551
O 4.2108 0.8398 2.8901
H 1.6066 1.8332 4.3978
H 3.0846 1.2254 5.1092
H 2.6653 1.6907 1.1143
H 1.4871 2.3212 2.2353
N -0.2918 5.6469 3.4786
C -0.3218 4.3046 3.2469
N -1.1936 3.8861 2.2873
O 0.3985 3.5293 3.8605
H -0.8636 6.3043 2.9834
H 0.3650 5.9782 4.1607
H -1.2364 2.9028 2.0910
H -1.7459 4.5146 1.7352
N -4.7767 -5.5028 -0.9285
C -4.4369 -5.6008 -2.2487
N -5.3434 -5.0772 -3.1282
O -3.3934 -6.1118 -2.6166
H -5.6311 -5.0895 -0.6066
H -4.1349 -5.8905 -0.2618
H -5.1258 -5.1498 -4.1049
H -6.2089 -4.6583 -2.8459
```

Properties
* E_HOMO: -9.07 eV
* molar mass: 336.1 g mol⁻¹
* spin multiplicity: 1
* orbital gap: 9.32 eV
* structure (SMILES): CBC(F)(F)F.NC(N)=O.NC(N)=O.NC(N)=O.NC(N)=O

Entry 5:
C29H34As2CdCl2N2O3S2 | wB97M-V/def2-TZVPD

```
75
C29H34As2CdCl2N2O3S2 (wB97M-V/def2-TZVPD)
Cd -0.1031 -0.0954 -0.1324
C 6.7181 0.7567 -2.7539
C 5.7373 0.1905 -1.7637
C 4.6167 0.9296 -1.3859
C 3.7047 0.4235 -0.4825
C 3.9029 -0.8450 0.0518
C 5.0125 -1.5929 -0.3024
C 5.9257 -1.0669 -1.2079
S 2.6999 -1.5046 1.1630
O 2.3232 -0.4101 2.0419
O 3.2768 -2.6864 1.7506
N 1.3863 -1.8348 0.3061
C 1.3537 -2.8782 -0.6002
C 2.3907 -3.7906 -0.8662
C 2.2126 -4.7311 -1.8524
C 1.0169 -4.7879 -2.5670
C 0.0351 -3.8880 -2.2190
N 0.1875 -2.9652 -1.2644
H 7.1707 1.6729 -2.3720
H 6.2187 1.0049 -3.6912
H 7.5159 0.0479 -2.9695
H 4.4513 1.9124 -1.8099
H 2.8418 1.0045 -0.1899
H 5.1690 -2.5639 0.1443
H 6.7980 -1.6456 -1.4844
H 3.3006 -3.7611 -0.2888
H 3.0113 -5.4297 -2.0688
H 0.8529 -5.5107 -3.3519
H -0.9285 -3.8875 -2.7166
Cl 1.0536 3.0536 -0.2670
C -0.0362 3.2708 -1.6093
C -0.5957 4.5269 -1.7586
C -1.5125 4.7499 -2.7710
C -1.8667 3.7052 -3.6100
C -1.2779 2.4593 -3.4507
Cl -1.7610 1.2078 -4.5513
C -0.3181 2.1962 -2.4622
S 0.5236 0.6628 -2.3698
H -0.3165 5.3165 -1.0756
H -1.9556 5.7271 -2.9004
H -2.5896 3.8480 -4.4003
C -3.0700 3.2294 0.4042
As -2.5682 1.3639 0.1427
C -3.8559 0.8468 -1.2284
C -3.3486 0.6700 1.7959
C -4.7288 0.6781 1.9795
C -5.2977 0.1806 3.1396
C -4.4813 -0.3316 4.1391
C -3.1060 -0.3325 3.9726
C -2.5196 0.1664 2.8087
As -0.5778 0.0711 2.5585
C -0.0438 -1.1122 3.9960
C -0.0370 1.7936 3.2772
H -4.1444 3.3171 0.5664
H -2.7782 3.8059 -0.4758
H -2.5414 3.6077 1.2787
H -4.6830 0.2826 -0.7997
H -3.3354 0.2206 -1.9510
H -4.2355 1.7342 -1.7306
H -5.3750 1.0776 1.2049
H -6.3721 0.1918 3.2637
H -4.9152 -0.7298 5.0465
H -2.4858 -0.7363 4.7605
H -0.5554 -2.0679 3.8869
H -0.2683 -0.6754 4.9688
H 1.0284 -1.2618 3.8945
H -0.5102 2.0005 4.2365
H -0.2953 2.5729 2.5602
H 1.0470 1.7620 3.3895
C -2.5925 -2.6031 0.7719
O -1.9424 -1.7617 -0.1714
H -1.8893 -2.9761 1.5232
H -3.0550 -3.4552 0.2700
H -3.3668 -2.0243 1.2709
H -1.2461 -2.2966 -0.6407
```

Properties
* relative energy (zero: lowest compared OMol25 entry of this formula, charge and spin): 6.8 kJ/mol
* E_HOMO: -7.93 eV
* molar mass: 855.9 g mol⁻¹
* spin multiplicity: 1
* orbital gap: 8.52 eV

Entry 6:
C4H17NO3 | wB97M-V/def2-TZVPD

```
25
C4H17NO3 (wB97M-V/def2-TZVPD)
C 0.2097 1.9751 0.1180
C -0.1394 1.0124 1.2407
C 0.5921 -0.3390 1.1431
C 0.4063 -1.0302 -0.2179
N -0.8926 -1.7187 -0.3344
H -0.5027 1.7611 -0.6747
H 1.2180 1.8716 -0.2866
H 0.1142 3.0689 0.0604
H 0.1548 1.4463 2.2194
H -1.2259 0.8860 1.2695
H 1.6127 -0.3117 1.5141
H 0.1233 -1.0203 1.8915
H 1.2485 -1.7138 -0.3494
H 0.6200 -0.3162 -1.0432
H -0.8382 -2.6214 0.1073
H -1.6068 -1.0901 0.0046
O 0.9159 0.7209 -3.4858
H 0.8931 -0.2229 -3.6089
H 0.0224 1.0286 -3.6642
O -1.4799 0.0645 -2.6254
H -1.8261 0.7167 -2.0198
H -1.3492 -0.6883 -2.0116
O 0.4355 -0.7070 4.3871
H 1.0928 -0.0287 4.6243
H 0.7427 -1.3321 3.7405
```

Properties
* relative energy (zero: lowest compared OMol25 entry of this formula, charge and spin): 114.6 kJ/mol
* E_HOMO: -9.82 eV
* molar mass: 127.2 g mol⁻¹
* spin multiplicity: 1
* orbital gap: 10.42 eV
* structure (SMILES): CCCCN.O.O.O